17
Properties=species:S:1:pos:R:3:forces:R:3:mulliken_spin:R:1 method="wB97M-V/def2-TZVPD" total_charge=+1 fmax_ev_per_a=6.7 total_energy_ha=-267.92754 multiplicity=3 s_squared=2.01 de_lowest_ev=5.492 e_lumo_ev="-3.077 / -8.296"
C -0.1765 -0.0521 1.6985 -1.2924 2.5855 -2.0833 0.12
C 0.6200 1.0901 0.8787 0.5937 2.3281 6.2885 0.69
C -0.6203 0.5286 0.3654 -5.5719 -2.6502 0.8346 1.45
C -0.6471 1.9112 0.6919 0.5415 2.3501 -2.7970 0.35
N 1.1380 -1.7264 -1.4312 -0.9852 -1.0622 -1.8971 0.08
N -0.9635 -0.2042 -0.7918 1.6874 -0.0902 0.7557 0.03
H 0.2527 -0.9503 1.8895 1.2932 -2.5333 0.0187 -0.03
H -0.7312 0.4110 2.5600 0.6235 -0.2808 -0.8549 -0.03
H 1.5317 1.1903 0.4992 3.6340 0.2908 -1.7902 0.01
H 2.0168 -1.2765 -1.5020 1.0535 0.9328 -0.6984 0.01
H -1.0334 2.3825 1.6196 0.1114 -0.8533 -0.1477 0.00
H -0.6608 2.6570 -0.1276 0.1201 -0.6119 0.4266 0.04
H 1.3475 -2.3774 -0.7121 -0.2942 -1.1653 0.8800 -0.02
H 0.9934 -2.3059 -2.3273 0.3122 1.2061 1.7651 -0.03
H -1.1217 0.2939 -1.6323 -0.1677 1.6113 -1.1722 -0.14
H -1.8595 -0.6967 -0.6487 -1.2952 -1.5450 0.6128 -0.29
H -0.0860 -0.8752 -1.0297 -0.3639 -0.5125 -0.1413 -0.24